No. 1
# C44H39Br2N7O14

A 8-piece molecular cluster, C44H39Br2N7O14 overall at a distorted geometry (ωB97M-V/def2-TZVPD, the Open Molecules 2025 dataset).

The geometry in XYZ format:
```
106
C44H39Br2N7O14, DFT ωB97M-V/def2-TZVPD
Br -1.4929 -0.2948 1.9803
C 0.1036 -0.6509 0.8349
C 0.6898 0.6491 0.3187
Br 1.6050 1.5408 1.8330
H -0.3293 -1.3825 0.1526
H 0.8692 -1.1691 1.4123
H -0.0916 1.2972 -0.0782
H 1.4015 0.3066 -0.4325
C 2.4359 7.4843 6.1615
C 3.5573 6.9334 5.5855
C 3.4982 6.0211 4.5144
C 2.2003 5.6937 4.0066
C 1.1222 6.1704 4.7122
C 1.1697 7.0481 5.8017
N 2.0566 4.8148 2.8668
O 0.9022 4.2727 2.6910
O 3.1129 4.6071 2.2111
H 2.5036 8.2091 6.9593
H 4.5495 7.3086 5.7885
H 4.3794 5.6610 4.0043
H 0.1484 5.8706 4.3542
H 0.2120 7.2365 6.2639
C 2.3667 -1.4393 -6.5815
C 3.2170 -1.4717 -5.5199
C 2.7462 -1.7979 -4.2663
C 1.5208 -2.4579 -4.1255
C 0.7091 -2.5888 -5.3010
C 1.0890 -2.0016 -6.5007
N 0.9039 -2.8401 -2.8342
O 0.9276 -1.9738 -1.9707
O 0.3866 -3.9712 -2.7035
H 2.6348 -1.0561 -7.5549
H 4.2244 -1.1477 -5.7354
H 3.4351 -1.6961 -3.4408
H -0.3047 -2.9530 -5.2238
H 0.4985 -2.0243 -7.4047
C -5.2275 3.5236 -4.9557
C -5.7181 3.4665 -3.6972
C -4.9508 2.9127 -2.6802
C -3.6622 2.3726 -2.8851
C -3.1526 2.5725 -4.1486
C -3.8749 3.1684 -5.2052
N -2.9064 1.9038 -1.7378
O -3.5373 1.3752 -0.8581
O -1.6961 1.9551 -1.7591
H -5.8615 3.8181 -5.7790
H -6.7555 3.7366 -3.5658
H -5.5659 2.8503 -1.7947
H -2.0926 2.4204 -4.2891
H -3.3770 3.2130 -6.1625
C -4.0556 -4.8458 0.5654
C -2.8014 -4.7458 0.0450
C -1.8011 -4.3181 0.8943
C -2.0961 -4.0085 2.1907
C -3.4085 -4.2178 2.7341
C -4.3664 -4.6321 1.8967
N -0.9782 -3.5221 3.0281
O -1.3339 -3.2219 4.1915
O 0.1805 -3.3722 2.5865
H -4.8086 -5.0604 -0.1785
H -2.6366 -4.9585 -1.0010
H -0.8137 -4.2511 0.4619
H -3.7364 -4.0250 3.7448
H -5.3934 -4.7882 2.1922
C 4.0567 -6.4139 -2.5958
C 3.2073 -6.1963 -1.5003
C 3.1409 -5.0158 -0.8032
C 3.8258 -3.9383 -1.3093
C 4.7619 -4.1064 -2.3462
C 4.9106 -5.3687 -2.9657
N 3.6412 -2.5966 -0.6746
O 4.4216 -1.6778 -0.9534
O 2.7449 -2.4486 0.1365
H 4.1493 -7.4439 -2.9074
H 2.7557 -7.0481 -1.0136
H 2.4593 -5.0079 0.0345
H 5.4180 -3.2987 -2.6352
H 5.6971 -5.4792 -3.6976
C 1.3413 4.0321 -1.4895
C 0.7175 4.2788 -2.7560
C 1.2130 3.6955 -3.9211
C 2.3409 2.9165 -3.8028
C 2.9540 2.6526 -2.5325
C 2.4027 3.1994 -1.4069
N 2.9325 2.4078 -5.0731
O 2.1870 2.1474 -6.0184
O 4.1372 2.1698 -5.0226
H 0.9552 4.4490 -0.5711
H -0.1827 4.8678 -2.8522
H 0.7990 3.8962 -4.8982
H 3.8532 2.0548 -2.5560
H 2.8079 2.8177 -0.4814
C -4.8558 -1.5669 5.3838
C -3.7113 -1.2123 4.7628
C -2.5708 -0.8237 5.4864
C -2.5740 -0.9697 6.9155
C -3.7853 -1.3675 7.5280
C -4.8870 -1.6076 6.7432
N -1.3626 -0.7881 7.7227
O -0.3161 -0.3496 7.2405
O -1.3934 -1.2624 8.8559
H -5.7315 -2.0078 4.9307
H -3.6624 -1.1699 3.6848
H -1.7069 -0.5353 4.9061
H -3.8357 -1.4742 8.6015
H -5.7870 -1.9401 7.2392
```

Summary:
SMILES: O=[N+]([O-])c1ccccc1.O=[N+]([O-])c1ccccc1.O=[N+]([O-])c1ccccc1.O=[N+]([O-])c1ccccc1.O=[N+]([O-])c1ccccc1.O=[N+]([O-])c1ccccc1.O=[N+]([O-])c1ccccc1.BrCCBr
Highest occupied orbital energy, eV: -9.091
2S+1: 1
Energy above the lowest of the compared OMol25 structures with the same formula, charge and spin, kcal/mol: 75.4

Results of the Mulliken charge analysis, in e, for atoms 1 through 4: Br -0.208; C -0.927; C -0.287; Br -0.104

No. 2
# C50H38Cl3IMnN5OPS

C50H38Cl3IMnN5OPS as an isolated structure at a distorted geometry (ωB97M-V/def2-TZVPD, the Open Molecules 2025 dataset).

The geometry in XYZ format:
```
101
C50H38Cl3IMnN5OPS, DFT ωB97M-V/def2-TZVPD
Mn -0.1483 -0.1611 0.0152
I 0.2850 1.1831 -2.1435
C -1.0560 0.4451 -3.7261
C -1.0019 1.3189 -4.7846
C -1.6742 1.0474 -5.9756
C -2.3686 -0.1200 -6.0790
C -2.4534 -1.0242 -5.0005
C -3.1905 -2.2085 -5.2037
C -3.3219 -3.1354 -4.2129
C -2.7379 -2.8773 -2.9774
C -2.0042 -1.7343 -2.7143
P -1.5106 -1.7289 -0.9397
C -0.7733 -3.3757 -0.7353
C 0.0139 -3.9402 -1.7373
C 0.6413 -5.1521 -1.5154
C 0.4884 -5.7995 -0.2975
C -0.2755 -5.2294 0.7112
C -0.8868 -4.0075 0.5036
C -3.1380 -1.8083 -0.1142
C -3.6384 -0.5716 0.2955
C -4.8444 -0.4845 0.9633
C -5.5661 -1.6417 1.2178
C -5.0788 -2.8743 0.8095
C -3.8655 -2.9654 0.1502
C -1.8048 -0.7578 -3.7377
H -0.4169 2.2222 -4.7105
H -1.6104 1.7478 -6.7916
H -2.8663 -0.3738 -7.0012
H -3.6475 -2.3646 -6.1690
H -3.8758 -4.0450 -4.3708
H -2.8683 -3.6119 -2.1974
H 0.1180 -3.4380 -2.6897
H 1.2499 -5.5919 -2.2924
H 0.9802 -6.7445 -0.1275
H -0.3907 -5.7354 1.6591
H -1.4725 -3.5472 1.2900
H -3.0660 0.3282 0.0738
H -5.2169 0.4776 1.2874
H -6.5102 -1.5836 1.7368
H -5.6435 -3.7732 1.0100
H -3.4948 -3.9376 -0.1391
Cl 1.5958 3.6844 7.0154
C 2.5725 2.8066 5.9009
C 2.5226 3.1154 4.5485
C 3.3100 2.3997 3.6659
C 4.1398 1.3717 4.0977
C 5.0218 0.6216 3.1181
C 4.5577 -0.8558 2.9422
N 3.6409 -0.9654 1.8424
C 3.9538 -1.2566 0.5493
C 2.7925 -1.1689 -0.1588
N 1.7730 -0.8178 0.6869
C 2.3295 -0.7005 1.8822
O 6.3658 0.6193 3.5422
C 7.2352 1.4431 2.7901
C 7.4606 0.9233 1.3962
C 8.1187 -0.2583 1.1326
Cl 8.7943 -1.3208 2.2738
S 8.2229 -0.5928 -0.5701
C 7.3711 0.8541 -0.9204
C 7.0269 1.5451 0.2042
C 4.1722 1.0791 5.4631
Cl 5.1747 -0.1828 6.0673
C 3.3996 1.7957 6.3648
H 1.8912 3.9162 4.1993
H 3.2834 2.6515 2.6162
H 4.9438 1.1031 2.1304
H 4.0810 -1.2162 3.8560
H 5.4399 -1.4691 2.7436
H 4.9514 -1.4985 0.2458
H 2.6281 -1.3372 -1.2069
H 1.8226 -0.4129 2.7835
H 8.1744 1.4310 3.3470
H 6.8596 2.4726 2.7520
H 7.1872 1.1212 -1.9431
H 6.4983 2.4816 0.1797
H 3.4527 1.5644 7.4165
N -2.8829 2.9181 5.9285
C -3.4935 3.9414 6.5924
C -3.9377 4.0844 7.8966
C -4.5210 5.2923 8.2230
C -4.6626 6.3267 7.2864
C -4.2291 6.1979 5.9876
C -3.6318 4.9839 5.6309
N -3.1160 4.5736 4.4506
C -2.6744 3.3466 4.6413
C -2.0628 2.5649 3.6085
C -1.9082 3.1217 2.3295
C -1.3397 2.3677 1.3329
N -0.9309 1.0966 1.5075
C -1.0775 0.5655 2.7330
C -1.6142 1.2495 3.7980
H -2.6314 2.0275 6.3216
H -3.8303 3.2906 8.6185
H -4.8772 5.4458 9.2286
H -5.1248 7.2468 7.6032
H -4.3359 6.9883 5.2628
H -2.2438 4.1323 2.1570
H -1.2081 2.7849 0.3403
H -0.7555 -0.4677 2.8490
H -1.6884 0.7592 4.7563
```

Summary:
Highest occupied orbital energy (alpha / beta), eV: -12.250 / -12.254
Total charge: +2
2S+1: 2

Results of the Mulliken charge analysis, in e, for atoms 1 through 4: Mn -0.032; I 0.140; C -0.203; C -0.620

| no. | DFT total energy (eV) |
| --- | --- |
| 1 | -225419.1775 |
| 2 | -159063.6527 |